{"formula": "C37H57BF6N7OSiTl", "method": "ωB97M-V/def2-TZVPD", "species": ["Tl", "C", "C", "C", "C", "N", "N", "B", "N", "N", "C", "C", "C", "C", "C", "C", "C", "C", "N", "N", "C", "C", "C", "C", "C", "C", "C", "C", "C", "C", "C", "C", "H", "H", "H", "H", "H", "H", "H", "H", "H", "H", "H", "H", "H", "H", "H", "H", "H", "H", "H", "H", "H", "H", "H", "H", "H", "H", "H", "H", "H", "H", "H", "H", "H", "H", "H", "H", "H", "H", "H", "H", "C", "Si", "C", "C", "N", "C", "C", "C", "C", "C", "C", "H", "H", "H", "H", "H", "H", "H", "H", "H", "H", "H", "H", "H", "H", "C", "C", "O", "C", "F", "F", "F", "C", "F", "F", "F", "H", "H", "H"], "xyz": [[1.013817, -0.167391, -0.078817], [-3.206752, 0.156555, 4.898691], [-1.787787, -0.021614, 4.457837], [-0.676967, -0.178094, 5.253886], [0.394556, -0.353060, 4.353175], [-0.041947, -0.288795, 3.104974], [-1.378133, -0.094625, 3.167998], [-2.321539, 0.034035, 1.943385], [-2.014347, 1.301513, 1.090371], [-0.801001, 1.673024, 0.594106], [-0.933838, 2.902701, 0.099833], [-2.254212, 3.344667, 0.285827], [-2.907610, 2.302835, 0.900831], [-4.340553, 2.280548, 1.329047], [0.219045, 3.708530, -0.469463], [1.312768, 3.845708, 0.601294], [0.818598, 3.064988, -1.727772], [-0.303849, 5.095317, -0.853024], [-2.377561, -1.302555, 1.163930], [-1.279541, -1.948967, 0.717459], [-1.682048, -3.112920, 0.232759], [-3.078609, -3.233870, 0.367461], [-3.484400, -2.057706, 0.960656], [-4.876572, -1.675535, 1.350434], [-0.725496, -4.086240, -0.412351], [0.642076, -4.023504, 0.274267], [-0.581708, -3.716767, -1.896335], [-1.270748, -5.512994, -0.292657], [1.835029, -0.583406, 4.737230], [2.695738, -0.876364, 3.514565], [2.369801, 0.671046, 5.442545], [1.911250, -1.779728, 5.697709], [-3.245886, 0.148222, 5.987996], [-3.623712, 1.100509, 4.543094], [-3.841650, -0.647515, 4.522246], [-0.649104, -0.175744, 6.332630], [-3.414180, 0.206274, 2.384644], [-2.699666, 4.277840, -0.015444], [-4.809171, 3.223766, 1.047294], [-4.891037, 1.468858, 0.853931], [-4.430990, 2.159813, 2.409031], [1.790567, 2.884587, 0.785030], [2.089591, 4.534714, 0.259065], [0.893403, 4.221525, 1.539713], [1.258607, 2.097191, -1.507207], [0.068193, 2.924801, -2.508038], [1.622619, 3.698239, -2.109415], [-0.703313, 5.621146, 0.018619], [0.504255, 5.694270, -1.278315], [-1.099043, 5.010811, -1.599071], [-3.714922, -4.050882, 0.066275], [-5.558966, -2.471148, 1.052131], [-4.962989, -1.530998, 2.429066], [-5.191498, -0.752225, 0.864374], [1.106492, -3.048667, 0.129222], [0.540768, -4.187228, 1.349758], [1.309247, -4.784830, -0.140001], [-0.268781, -2.676214, -2.013404], [0.150177, -4.366924, -2.387401], [-1.542434, -3.826280, -2.406635], [-1.439695, -5.779472, 0.753825], [-2.212103, -5.623138, -0.836001], [-0.549704, -6.216101, -0.717397], [2.710049, -0.038697, 2.818077], [3.728323, -1.065531, 3.818653], [2.323375, -1.754429, 2.981759], [2.365921, 1.515285, 4.750965], [1.756741, 0.927840, 6.309927], [3.398718, 0.509342, 5.777551], [1.611628, -2.693277, 5.179760], [2.936775, -1.907880, 6.056410], [1.257093, -1.644635, 6.561970], [-2.506440, -0.605939, -5.082816], [-1.974840, -0.071389, -3.315219], [-2.528883, 1.749194, -3.192941], [-3.159929, -0.991946, -2.156881], [-0.391816, -0.459864, -2.910286], [0.669978, -0.504796, -3.746075], [0.769267, 0.200250, -4.979262], [1.868686, 0.082381, -5.811161], [2.943276, -0.737026, -5.477636], [2.885435, -1.428544, -4.269035], [1.796478, -1.314571, -3.426593], [-3.526057, -1.003395, -5.104038], [-1.833320, -1.393591, -5.437822], [-2.454404, 0.215093, -5.804641], [-3.619839, 1.837374, -3.166730], [-2.164049, 2.352478, -4.031899], [-2.143318, 2.193989, -2.273506], [-4.150848, -0.524165, -2.149526], [-2.772771, -0.983447, -1.133564], [-3.282373, -2.035463, -2.460437], [-0.056898, 0.844566, -5.263972], [1.899706, 0.651537, -6.736267], [3.803561, -0.826514, -6.129931], [3.718122, -2.061448, -3.976309], [1.775348, -1.873950, -2.497910], [4.239238, 1.759269, -2.239593], [4.465357, 1.335432, -0.768444], [3.396092, 1.375396, 0.005792], [5.575368, 2.288314, -0.202170], [5.794501, 2.136020, 1.115981], [6.795364, 2.160267, -0.804695], [5.217427, 3.582825, -0.375891], [5.102465, -0.105712, -0.816957], [4.147110, -1.028106, -1.033451], [6.023733, -0.289662, -1.804159], [5.725549, -0.461026, 0.332034], [3.724700, 2.717998, -2.231634], [3.595380, 1.022971, -2.718363], [5.172491, 1.844603, -2.798567]], "forces_ev_per_a": [[0.1, -0.1, -0.1], [0.1, 0.0, -0.1], [0.1, -0.1, 0.1], [0.0, 0.0, 0.0], [-0.2, 0.0, 0.0], [0.2, -0.1, -0.1], [-0.3, 0.2, 0.1], [0.4, -0.2, 0.0], [-0.2, 0.2, -0.1], [-0.1, 0.1, 0.0], [0.0, -0.1, 0.2], [-0.1, 0.0, -0.1], [0.1, 0.0, 0.1], [0.1, 0.0, 0.0], [0.1, 0.0, 0.0], [-0.1, -0.1, 0.0], [-0.2, 0.0, 0.1], [-0.1, 0.0, 0.0], [-0.3, 0.1, 0.1], [0.2, 0.0, -0.1], [-0.1, 0.0, 0.0], [0.0, 0.0, 0.1], [0.1, -0.3, 0.2], [0.2, 0.1, 0.0], [0.1, 0.0, -0.1], [-0.1, 0.1, 0.0], [0.1, 0.0, 0.1], [0.0, 0.1, 0.0], [0.1, 0.0, -0.1], [0.0, 0.0, -0.1], [0.0, 0.0, 0.0], [0.0, 0.0, 0.0], [0.0, 0.0, 0.0], [0.0, 0.0, 0.0], [0.0, 0.0, 0.0], [0.0, 0.0, 0.0], [-0.1, 0.0, 0.0], [0.0, 0.0, 0.0], [0.0, 0.0, 0.0], [0.0, 0.0, 0.0], [-0.1, 0.0, 0.0], [0.1, 0.0, 0.0], [0.0, 0.0, 0.0], [0.0, 0.0, 0.0], [0.1, -0.1, 0.0], [0.0, 0.0, 0.0], [0.0, 0.0, 0.0], [0.0, 0.0, 0.0], [0.0, 0.0, 0.0], [0.0, 0.1, 0.0], [0.0, 0.0, 0.0], [0.0, 0.0, 0.0], [0.0, 0.0, 0.0], [0.0, 0.0, 0.0], [0.0, 0.0, 0.0], [0.0, 0.0, 0.0], [0.0, 0.0, 0.0], [-0.1, 0.0, 0.0], [0.0, 0.0, 0.0], [0.0, 0.0, 0.0], [0.0, 0.0, 0.0], [0.0, 0.0, 0.0], [0.0, 0.0, 0.0], [0.0, 0.0, -0.1], [0.0, 0.0, 0.0], [0.0, 0.0, 0.0], [0.0, 0.0, 0.0], [0.0, 0.0, 0.0], [0.0, 0.0, 0.0], [0.0, 0.0, 0.0], [0.0, 0.0, 0.0], [0.0, 0.0, 0.0], [0.2, 0.0, 0.0], [-0.7, -0.1, 0.0], [0.2, 0.0, 0.0], [0.2, 0.2, 0.0], [0.2, 0.2, 0.0], [-0.1, -0.1, 0.1], [0.0, 0.0, 0.0], [0.0, 0.0, 0.0], [0.0, 0.0, 0.0], [0.1, 0.0, 0.0], [0.1, 0.0, -0.1], [0.0, 0.0, 0.1], [0.0, 0.0, 0.0], [0.0, 0.0, 0.0], [0.0, -0.1, 0.0], [0.0, 0.0, 0.0], [0.0, 0.0, 0.1], [0.0, 0.0, 0.0], [0.0, 0.0, -0.2], [0.0, 0.0, 0.0], [0.0, 0.0, 0.0], [0.0, 0.0, 0.0], [0.0, 0.0, 0.0], [0.0, 0.0, 0.0], [0.0, 0.0, 0.0], [0.0, 0.0, 0.1], [0.6, 0.0, -0.2], [-0.3, -0.2, 0.1], [-0.1, 0.0, 0.1], [0.0, 0.0, -0.1], [-0.1, 0.0, 0.0], [0.0, -0.1, 0.0], [-0.1, 0.0, 0.0], [0.1, 0.1, 0.0], [0.0, 0.0, 0.1], [-0.1, 0.0, -0.1], [0.0, 0.0, 0.0], [-0.1, 0.0, -0.1], [0.0, 0.0, -0.1]], "lumo_ha": 0.1504, "homo_lumo_gap_ev": 5.6, "total_charge": -2, "e_homo_ha": -0.05553}